# C5H15N2

A gas-phase ion, C5H15N2 (charge +1) at a distorted geometry (wB97M-V/def2-TZVPD, the OMol25 dataset).

Relative energy (zero: lowest compared OMol25 entry of this formula, charge and spin)   2.570 eV
Frontier orbital gap   9.46 eV
Molar mass   103.19 g/mol
SMILES   NCCCCC[NH3+]
Electronic energy   -8400.107 eV
Lowest unoccupied orbital energy   -3.6 eV

ORCA input file:
```
! RIJCOSX wB97M-V def2-TZVPD def2/J DEFGRID3
* xyz 1 1
C -1.480 -1.503 0.362
C -0.083 -1.280 0.894
C 0.021 0.171 1.457
C 0.331 1.289 0.359
C 0.578 0.994 -1.143
N 2.029 0.771 -1.161
N -1.808 -0.779 -1.004
H -2.276 -1.163 1.034
H -1.540 -2.585 0.324
H 0.712 -1.692 0.237
H 0.068 -1.986 1.752
H -0.753 0.356 2.150
H 0.887 0.240 2.115
H 0.811 2.124 0.982
H -0.615 1.824 0.302
H 0.325 1.891 -1.813
H 0.066 0.113 -1.407
H 2.506 0.828 -2.087
H 2.470 0.053 -0.498
H 2.458 1.653 -0.687
H -2.325 0.110 -0.754
H -2.379 -1.428 -1.416
*
```

# C5H15N2

A molecular structure, C5H15N2 at a distorted geometry (wB97M-V/def2-TZVPD, the OMol25 dataset).

Relative energy (zero: lowest compared OMol25 entry of this formula, charge and spin)   4.039 eV
Frontier orbital gap   8.55 eV
Molar mass   103.19 g/mol
Electronic energy   -8398.638 eV
Lowest unoccupied orbital energy   -3.4 eV

ORCA input file:
```
! RIJCOSX wB97M-V def2-TZVPD def2/J DEFGRID3
* xyz 1 1
C 0.382 -0.624 2.020
C -0.143 0.488 1.087
C 0.582 0.577 -0.224
C -0.070 -0.626 -1.479
N -1.460 -0.387 -1.711
C -1.746 0.982 -2.100
N 1.871 -0.663 1.917
H -0.032 -1.585 1.718
H 0.101 -0.489 3.062
H -1.220 0.331 0.955
H -0.054 1.432 1.628
H 0.990 -0.303 -0.579
H 1.111 1.477 -0.482
H 0.043 -1.708 -1.381
H 0.482 -0.352 -2.379
H -1.954 -0.608 -0.852
H -2.816 1.077 -2.287
H -1.267 1.219 -3.048
H -1.469 1.723 -1.342
H 2.313 0.028 2.518
H 2.051 -0.413 0.913
H 2.303 -1.575 2.047
*
```